{"formula": "C27H70N12O11", "method": "wB97M-V/def2-TZVPD", "elements": ["O", "O", "O", "O", "O", "O", "O", "O", "O", "O", "O", "N", "N", "N", "N", "N", "N", "N", "N", "N", "N", "N", "N", "C", "C", "C", "C", "C", "C", "C", "C", "C", "C", "C", "C", "C", "C", "C", "C", "C", "C", "C", "C", "C", "C", "C", "C", "C", "C", "C", "H", "H", "H", "H", "H", "H", "H", "H", "H", "H", "H", "H", "H", "H", "H", "H", "H", "H", "H", "H", "H", "H", "H", "H", "H", "H", "H", "H", "H", "H", "H", "H", "H", "H", "H", "H", "H", "H", "H", "H", "H", "H", "H", "H", "H", "H", "H", "H", "H", "H", "H", "H", "H", "H", "H", "H", "H", "H", "H", "H", "H", "H", "H", "H", "H", "H", "H", "H", "H", "H"], "xyz": [[12.9117, -30.4383, 1.3437], [17.8357, -31.6379, 3.1035], [14.2151, -29.2280, 6.7054], [19.3662, -22.3285, 0.9082], [21.3005, -26.0349, 1.1510], [11.2313, -34.4141, 4.9729], [12.8095, -27.2401, -0.9024], [21.4199, -27.6378, 3.4462], [18.0410, -28.3172, 3.2137], [13.1601, -27.9184, 2.0932], [19.9279, -24.1176, 3.2742], [18.8515, -25.4315, 4.7677], [13.2901, -28.0219, 4.9883], [11.4391, -31.8313, 0.3400], [17.7606, -24.6103, 2.8877], [20.0970, -31.6807, 2.9727], [12.4547, -34.0538, 5.5730], [17.9797, -22.5198, 0.7316], [19.0207, -32.1352, 4.9875], [15.9516, -29.2866, 2.7665], [15.4732, -27.7319, 5.5147], [12.6787, -30.3522, -0.9225], [16.5435, -27.3708, 1.7788], [15.1959, -34.1678, 6.3755], [18.3504, -24.5843, -0.4961], [12.8504, -32.3047, 3.9442], [17.5293, -21.1619, 2.7300], [15.3018, -22.2369, -0.2759], [17.6848, -23.2043, -0.5340], [12.8931, -36.3634, 6.4553], [18.9132, -24.7234, 3.6114], [12.3222, -26.9246, 1.5193], [13.4300, -33.5626, 4.5897], [21.9290, -27.3109, 1.1476], [12.9305, -26.3882, 0.2299], [16.9759, -28.3942, 2.6341], [16.1812, -23.4154, -0.6664], [17.2029, -21.4005, 1.2481], [11.6233, -34.6233, 7.7586], [18.9138, -31.7380, 3.6735], [12.7496, -34.8545, 6.7524], [18.2827, -22.4849, -1.7552], [14.7963, -33.2603, 5.2320], [12.3999, -30.8616, 0.3127], [15.7336, -21.7500, 1.1192], [13.6551, -34.6247, 3.4931], [17.4929, -20.0879, 0.5111], [21.1966, -28.1846, 2.1358], [14.0458, -34.3372, 7.3617], [14.3006, -28.3622, 5.8520], [15.0585, -21.0150, 1.5592], [13.9610, -26.1168, 0.4514], [19.9700, -32.1491, 5.3128], [14.2586, -22.5487, -0.2558], [14.8797, -32.1971, 5.4744], [17.0496, -19.1919, 0.9453], [17.5333, -22.0621, 3.3403], [12.7958, -35.2915, 3.3335], [15.4952, -22.6643, 1.6938], [13.5590, -31.7422, 3.3425], [19.3599, -22.3500, -1.6959], [12.0156, -32.6711, 3.3444], [15.8927, -24.3380, -0.1483], [18.5670, -19.9267, 0.3951], [13.6061, -36.5384, 5.6438], [13.8392, -34.2694, 2.4762], [16.2836, -30.1292, 3.2160], [19.5672, -25.3064, 5.4594], [19.9914, -31.4977, 1.9919], [12.3732, -25.4587, 0.0350], [18.5290, -20.7255, 2.7769], [17.8740, -21.4816, -1.9139], [13.1828, -29.4857, -1.0176], [15.9470, -23.6853, -1.7038], [18.0101, -25.8715, 5.0940], [18.2606, -32.6823, 5.3445], [15.3443, -27.0562, 4.7857], [13.2324, -36.8998, 7.3376], [16.8413, -20.4098, 3.1159], [12.3691, -28.3347, 5.2354], [22.9753, -27.1715, 1.4435], [11.5785, -33.5617, 7.9959], [16.0070, -33.7477, 6.9786], [21.1171, -25.8255, 2.0771], [19.4127, -24.5408, -0.2411], [14.4374, -35.3508, 3.7402], [11.3756, -35.3024, 4.6122], [17.0685, -26.5134, 1.7415], [15.5392, -35.1524, 6.0442], [12.9033, -28.8038, 1.7686], [18.3768, -25.0715, -1.4723], [17.8734, -25.2104, 0.2580], [15.6815, -27.4319, 1.2691], [20.1183, -28.1314, 1.9571], [11.0610, -32.2081, 1.1881], [12.1590, -26.1025, 2.2186], [16.8644, -24.8822, 3.2496], [15.4477, -21.4172, -0.9867], [16.3002, -27.9135, 6.0466], [11.9539, -36.7518, 6.0503], [13.4173, -27.7245, 4.0254], [11.8940, -27.1367, -1.1790], [15.5206, -33.3520, 4.4167], [10.6693, -34.9221, 7.3276], [21.4428, -29.2520, 2.0894], [17.9998, -23.0492, -2.6464], [12.4818, -31.6130, 4.7036], [11.0044, -32.0777, -0.5318], [15.1631, -29.3057, 2.1459], [14.3670, -34.9836, 8.1822], [17.8369, -23.9004, 2.1657], [12.3542, -30.9175, -1.6864], [20.8770, -32.2079, 3.3183], [13.8207, -33.3616, 7.8073], [19.6363, -22.9376, 1.6202], [11.7944, -35.2077, 8.6648], [11.3335, -27.3608, 1.3245], [20.6631, -27.9533, 3.9542], [17.1300, -20.1423, -0.5202], [21.8780, -27.7345, 0.1448]], "lowdin_charge": [0.0082, 0.0116, 0.0137, -0.0061, -0.0787, -0.0214, -0.0635, -0.0735, 0.0212, -0.1229, 0.0227, 0.1778, 0.1479, 0.1727, 0.1674, 0.1534, -0.1067, -0.1278, 0.1588, 0.1789, 0.1513, 0.1742, 0.1515, -0.1768, -0.0269, -0.0281, -0.0222, -0.1675, -0.5018, -0.0219, -0.6423, -0.2210, -0.4876, -0.2357, -0.2391, -0.6539, -0.1429, -0.5265, -0.0315, -0.6442, -0.5366, -0.0242, -0.1312, -0.6176, -0.1410, -0.0321, -0.0266, -0.2503, -0.1452, -0.6796, 0.1220, 0.1026, 0.0896, 0.1063, 0.1197, 0.0871, 0.0700, 0.0686, 0.1159, 0.0690, 0.0873, 0.0636, 0.1011, 0.0899, 0.0705, 0.0849, 0.0757, 0.1109, 0.1031, 0.1203, 0.0880, 0.0674, 0.0893, 0.1239, 0.0843, 0.0956, 0.0786, 0.0853, 0.0864, 0.0965, 0.1179, 0.0884, 0.1087, 0.0523, 0.0815, 0.0770, 0.0740, 0.0386, 0.1074, 0.0313, 0.0925, 0.0526, 0.0607, 0.1001, 0.1004, 0.1212, 0.0992, 0.1050, 0.1004, 0.0776, 0.0531, 0.0925, 0.1102, 0.0768, 0.0986, 0.0828, 0.0937, 0.0959, 0.0712, 0.1218, 0.0561, 0.0987, 0.0926, 0.1268, 0.0728, 0.0866, 0.1275, 0.0698, 0.0592, 0.1172], "max_force_ev_per_a": 3.34, "e_homo_ev": -8.0267, "de_lowest_kj_mol": 0.00, "homo_lumo_gap_ev": 8.148, "smiles": "CC1(C)CCCC(C)(C)N1O.CC1(C)CCCC(C)(C)N1O.NC(N)=O.NC(N)=O.NC(N)=O.NC(N)=O.NC(N)=O.OCCO.OCCO"}